This record from the OMol25 dataset describes C11H12N2O2 in the gas phase. The level of theory is the ωB97M-V functional and the def2-TZVPD basis.

The geometry in XYZ format:
```
27
Properties=species:S:1:pos:R:3:forces:R:3:lowdin_charge:R:1
N -3.232 1.202 0.532 -0.505 0.830 -1.503 0.035
C -2.564 0.261 -0.378 0.058 -0.954 1.901 -0.280
C -1.359 0.635 -1.369 1.368 -1.097 0.448 -0.020
C -0.014 1.117 -0.609 -3.988 -0.914 -1.064 -0.195
C 0.445 2.232 -0.020 -0.923 4.032 -0.196 -0.122
N 1.759 2.170 0.348 2.141 -2.794 2.871 0.067
C 2.006 0.684 0.482 -1.015 2.008 -3.179 -0.081
C 3.235 -0.004 0.796 -3.552 0.623 -0.865 -0.051
C 3.352 -1.305 0.456 -0.163 -0.634 -1.937 -0.063
C 2.272 -1.818 -0.365 4.727 -1.976 2.232 -0.118
C 1.166 -1.210 -0.634 -4.879 0.856 -0.709 -0.089
C 0.879 0.134 -0.295 5.435 -1.575 2.090 -0.156
C -2.253 -1.003 0.521 -0.346 1.075 -0.081 -0.376
O -2.571 -1.110 1.722 1.604 -0.697 -4.144 0.073
O -1.759 -2.010 -0.369 -1.325 0.264 4.470 0.016
H -2.617 1.409 1.265 1.206 0.581 1.122 0.041
H -4.069 0.871 1.038 0.664 -0.342 -1.069 0.093
H -3.333 -0.229 -0.937 -0.668 0.107 -1.062 0.126
H -1.654 1.247 -2.339 0.508 -1.237 2.356 0.141
H -0.948 -0.475 -1.661 -1.473 2.963 -0.019 0.129
H -0.182 3.132 0.206 0.992 -0.607 -0.704 0.138
H 2.472 2.880 0.757 -2.591 -1.554 -0.867 0.188
H 3.761 0.547 1.464 2.622 1.189 1.668 0.067
H 4.275 -1.895 0.581 -0.718 0.341 0.339 0.109
H 2.282 -2.844 -0.652 0.462 -0.707 -0.049 0.096
H 0.404 -1.948 -0.904 -0.117 0.928 -0.826 0.101
H -1.752 -2.672 0.365 0.478 -0.707 -1.223 0.130
```
Positions in Å, forces in eV/Å.

Computed properties:
LUMO energy: 0.73 eV
SMILES: N[C@@H](Cc1c[nH]c2ccccc12)C(=O)O
Relative energy (zero: lowest compared OMol25 entry of this formula, charge and spin): 430.6 kJ/mol
Highest occupied orbital energy: -0.29154 Eh
Orbital gap: 8.6600 eV
Electronic energy: -686.239883 hartree